(1)
This record from the OMol25 dataset describes the molecule C3H9NO3 at a distorted geometry. The level of theory is wB97M-V/def2-TZVPD.

Last columns: bonded neighbours and bond lengths (Å).
Geometry (Å):
1 C -2.3940 0.2094 0.0769  C2 1.527, H8 1.090, H9 1.084, H10 1.092
2 C -1.1415 1.0732 -0.0493  C1 1.527, O3 1.415, H11 1.101, H12 1.080
3 O -0.0306 0.3582 -0.5550  C2 1.415, N4 1.417
4 N 0.4029 -0.6169 0.3771  O3 1.417, O5 1.411, O6 1.369
5 O 0.5347 -1.8221 -0.3454  N4 1.411, H13 0.964
6 O 1.6194 -0.2623 0.8952  N4 1.369, C7 1.425
7 C 2.6630 -0.0259 -0.0455  O6 1.425, H14 1.085, H15 1.091, H16 1.089
8 H -3.2597 0.8503 0.2456  C1 1.090
9 H -2.3004 -0.4793 0.9086  C1 1.084
10 H -2.5456 -0.3477 -0.8499  C1 1.092
11 H -0.8879 1.5188 0.9253  C2 1.101
12 H -1.2916 1.8484 -0.7859  C2 1.080
13 H -0.1596 -2.3990 -0.0059  O5 0.964
14 H 3.5661 0.0746 0.5469  C7 1.085
15 H 2.4683 0.8876 -0.6086  C7 1.091
16 H 2.7566 -0.8673 -0.7302  C7 1.089

For the gap between HOMO and LUMO, the calculation gives 10.6157 eV. The value obtained for the energy above the lowest of the compared OMol25 structures with the same formula, charge and spin is 547.5 kJ/mol. As for the total energy: -10884.90745 eV.

=====

(2)
This record from the OMol25 dataset describes a cluster of 2 separate species, C3H9NO3 in total at a distorted geometry. The level of theory is wB97M-V/def2-TZVPD.

Last columns: bonded neighbours and bond lengths (Å).
Geometry (Å):
1 N -0.4028 -1.5061 0.1501  C2 1.450, H7 1.008, H8 1.014
2 C -0.1244 -0.3460 0.9746  N1 1.450, C3 1.524, C5 1.531, H9 1.087
3 C 1.3551 -0.0321 1.1589  C2 1.524, O4 1.202, H10 1.105
4 O 2.1480 -0.0715 0.2563  C3 1.202
5 C -0.6720 0.9614 0.3955  C2 1.531, O6 1.421, H11 1.090, H12 1.083
6 O -2.0842 0.8319 0.3059  C5 1.421, H13 0.965
7 H -1.3961 -1.6591 0.2290  N1 1.008
8 H -0.0975 -1.3314 -0.8014  N1 1.014
9 H -0.5787 -0.4761 1.9537  C2 1.087
10 H 1.5437 0.4763 2.1219  C3 1.105
11 H -0.2958 1.0620 -0.6228  C5 1.090
12 H -0.3846 1.8221 0.9872  C5 1.083
13 H -2.4838 1.7097 0.3102  O6 0.965
14 O 0.8136 -0.3016 -2.5170  H15 0.974, H16 0.968
15 H 1.2975 -0.8226 -3.1832  O14 0.974
16 H 1.3620 -0.3169 -1.7189  O14 0.968

For the gap between HOMO and LUMO, the calculation gives 10.0356 eV. The value obtained for the energy above the lowest of the compared OMol25 structures with the same formula, charge and spin is 171.1 kJ/mol. As for the total energy: -10888.80862 eV.

=====

(3)
This record from the OMol25 dataset describes the ion C3H9NO3P with charge -1 at a distorted geometry. The level of theory is wB97M-V/def2-TZVPD.

Last columns: bonded neighbours and bond lengths (Å).
Geometry (Å):
1 C 1.2849 -1.1210 -1.4009  N2 1.412, H9 1.204, H10 1.105, H11 1.144
2 N 0.6985 0.1087 -1.0296  C1 1.412, P3 1.732, H12 0.981
3 P -1.0013 0.4241 -0.9338  N2 1.732, O4 1.492, O5 1.487, C6 1.915
4 O -1.7209 -0.6874 -1.6203  P3 1.492
5 O -1.2052 1.8444 -1.3237  P3 1.487
6 C -1.5924 0.2302 0.8779  P3 1.915, O7 1.378, H13 1.042, H14 1.182
7 O -0.8559 0.8426 1.8687  C6 1.378, C8 1.354
8 C 0.4907 0.7049 1.8584  O7 1.354, H15 1.130, H16 1.098, H17 1.096
9 H 0.4243 -1.9561 -1.5061  C1 1.204
10 H 1.8436 -1.0522 -2.3514  C1 1.105
11 H 1.9192 -1.6906 -0.6374  C1 1.144
12 H 1.3396 0.8346 -1.1838  N2 0.981
13 H -2.5604 0.6140 0.8385  C6 1.042
14 H -1.8073 -0.9225 1.0254  C6 1.182
15 H 1.0088 1.0599 0.9190  C8 1.130
16 H 0.7866 -0.3523 1.8338  C8 1.098
17 H 0.9473 1.1189 2.7651  C8 1.096

Its total charge is -1. For the gap between HOMO and LUMO, the calculation gives 8.4023 eV. The value obtained for the energy above the lowest of the compared OMol25 structures with the same formula, charge and spin is 188.8 kJ/mol. As for the total energy: -20180.49896 eV.

=====

(4)
This record from the OMol25 dataset describes a cluster of 2 separate species, C3H9NO3S in total at a distorted geometry. The level of theory is wB97M-V/def2-TZVPD.

Last columns: bonded neighbours and bond lengths (Å).
Geometry (Å):
1 O 0.6894 0.9357 1.5180  C2 1.221
2 C 0.6028 1.3529 0.3733  O1 1.221, O3 1.352, N4 1.349
3 O 0.5233 2.6811 0.1352  C2 1.352, H8 0.962
4 N 0.8405 0.6241 -0.7372  C2 1.349, C5 1.446, H9 1.008
5 C 1.1479 -0.7850 -0.6274  N4 1.446, C6 1.527, H10 1.084, H11 1.075
6 C 0.0562 -1.7284 -1.1260  C5 1.527, S7 1.822, H12 1.089, H13 1.084
7 S -0.7452 -2.7053 0.1870  C6 1.822, H14 1.337
8 H 0.1061 3.1159 0.8852  O3 0.962
9 H 0.5748 1.0774 -1.5969  N4 1.008
10 H 2.0563 -0.9826 -1.1849  C5 1.084
11 H 1.3306 -0.9597 0.4177  C5 1.075
12 H -0.7680 -1.2501 -1.6523  C6 1.089
13 H 0.4616 -2.4665 -1.8082  C6 1.084
14 H -1.3742 -1.7153 0.8279  S7 1.337
15 O -2.0258 0.8140 1.0805  H16 0.970, H17 0.977
16 H -1.8586 1.6761 1.4935  O15 0.970
17 H -1.6177 0.3155 1.8147  O15 0.977

For the gap between HOMO and LUMO, the calculation gives 9.5074 eV. The value obtained for the energy above the lowest of the compared OMol25 structures with the same formula, charge and spin is 38.8 kJ/mol. As for the total energy: -21725.22770 eV.

=====

(5)
This record from the OMol25 dataset describes a cluster of 2 separate species, C3H9NO3S in total at a distorted geometry. The level of theory is wB97M-V/def2-TZVPD.

Last columns: bonded neighbours and bond lengths (Å).
Geometry (Å):
1 C 0.1396 -1.1201 1.2818  C2 1.539, H8 1.061, H9 1.030, H10 1.044
2 C -0.5881 -0.8233 -0.0414  C1 1.539, C3 1.528, O4 1.488, S5 1.699
3 C 0.0955 -0.2573 -1.2850  C2 1.528, H11 1.055, H12 1.081, H13 1.087
4 O -1.7763 -1.6884 -0.2760  C2 1.488, S5 1.598
5 S -2.1542 -0.1738 0.0664  C2 1.699, O4 1.598, O6 1.384, O7 1.446
6 O -2.7871 0.4526 -0.9924  S5 1.384
7 O -2.7757 -0.2288 1.3707  S5 1.446
8 H 1.1459 -0.7974 1.1873  C1 1.061
9 H -0.0011 -2.1317 1.4134  C1 1.030
10 H -0.4265 -0.7284 2.0667  C1 1.044
11 H 1.1449 -0.3412 -1.2195  C3 1.055
12 H -0.1825 0.7380 -1.6036  C3 1.081
13 H -0.0115 -0.9240 -2.1364  C3 1.087
14 N 1.8088 1.9270 0.0995  H15 1.023, H16 0.982, H17 1.005
15 H 1.8858 2.6785 -0.5905  N14 1.023
16 H 2.2855 1.1730 -0.3115  N14 0.982
17 H 2.1970 2.2455 0.9704  N14 1.005

For the gap between HOMO and LUMO, the calculation gives 11.1348 eV. The value obtained for the energy above the lowest of the compared OMol25 structures with the same formula, charge and spin is 334.8 kJ/mol. As for the total energy: -21722.16052 eV.

=====

(6)
This record from the OMol25 dataset describes a cluster of 2 separate species, C3H9NO4S in total at a distorted geometry. The level of theory is wB97M-V/def2-TZVPD.

Last columns: bonded neighbours and bond lengths (Å).
Geometry (Å):
1 O 4.2998 0.1606 0.1326  S2 1.411
2 S 2.9339 -0.1155 -0.0912  O1 1.411, O3 1.469, O4 1.606, O5 1.598
3 O 2.5549 -1.1390 -1.0744  S2 1.469
4 O 2.3668 1.2960 -0.6075  S2 1.606, H6 0.927
5 O 2.1518 -0.3129 1.2887  S2 1.598, H7 1.025
6 H 2.9846 1.9713 -0.7515  O4 0.927
7 H 1.2081 -0.6416 1.0626  O5 1.025
8 C -0.2854 1.6069 0.4517  C9 1.474, H12 1.079, H13 1.053, H14 1.110
9 C -0.6965 0.2817 -0.0459  C8 1.474, N10 1.254, H15 1.106
10 N -0.2190 -0.7707 0.4411  C9 1.254, C11 1.461
11 C -0.7043 -2.0640 -0.0355  N10 1.461, H16 1.098, H17 1.119, H18 1.105
12 H -1.1049 2.3037 0.5407  C8 1.079
13 H 0.4743 1.5150 1.1743  C8 1.053
14 H 0.3561 2.0063 -0.3613  C8 1.110
15 H -1.4735 0.4341 -0.8184  C9 1.106
16 H -1.0756 -1.9904 -1.0665  C11 1.098
17 H 0.2081 -2.7014 0.0790  C11 1.119
18 H -1.4157 -2.6974 0.5254  C11 1.105

For the gap between HOMO and LUMO, the calculation gives 11.3466 eV. The value obtained for the energy above the lowest of the compared OMol25 structures with the same formula, charge and spin is 48.8 kJ/mol. As for the total energy: -23770.91864 eV.